1.
111
Properties=species:S:1:pos:R:3:forces:R:3 method="wB97M-V/def2-TZVPD" total_charge=-1 homo_lumo_gap_ev=5.778 mol_weight_g_mol=1130.18 relative_energy_kj_mol=4.09 homo_energy_ev=-3.916 multiplicity=1
Rb 0.28845 -0.79282 0.14951 -0.04 0.44 0.43
C -2.87583 5.67707 2.66123 0.00 0.00 0.00
C -1.82469 4.78233 2.05953 0.01 0.00 0.00
C -1.05707 5.17476 0.96284 -0.01 0.00 0.01
C -0.09752 4.35505 0.40243 0.00 -0.02 -0.01
C 0.16120 3.04438 0.88721 -0.05 -0.01 0.02
N 0.96156 2.14433 0.27946 0.10 0.04 -0.05
C 1.98567 2.64939 -0.48915 0.03 0.02 -0.04
C 3.00193 3.44531 0.08405 -0.01 0.00 0.03
C 4.06556 3.93494 -0.63879 0.01 0.00 -0.01
C 4.20143 3.66864 -2.00268 -0.02 -0.03 -0.01
C 5.38704 4.17375 -2.77937 0.00 -0.01 -0.01
C 3.21370 2.90028 -2.59267 0.00 0.06 0.00
C 2.13117 2.41008 -1.86504 -0.04 -0.03 0.02
N 1.10861 1.72703 -2.59430 0.01 -0.03 0.04
C 0.31270 2.26650 -3.54203 0.01 0.02 -0.03
C -0.51651 1.26879 -3.99608 -0.01 -0.01 0.00
C -0.14936 0.14002 -3.24305 0.02 0.01 0.03
N 0.83996 0.42461 -2.40665 -0.10 0.07 0.02
C -0.57231 2.71114 2.05603 0.01 0.02 0.01
C -1.53966 3.53500 2.60076 -0.02 0.01 0.00
N -0.29426 1.47893 2.72560 0.00 -0.06 -0.07
C 0.88777 1.10494 3.25530 0.03 -0.01 -0.03
C 0.68938 -0.10654 3.87756 0.01 0.02 -0.01
C -0.67134 -0.38931 3.65843 0.00 -0.03 0.00
N -1.25898 0.57342 2.96329 -0.04 0.01 0.04
H -3.10889 6.50562 1.99047 0.00 0.00 0.00
H -2.55101 6.10773 3.61302 0.00 0.00 0.00
H -3.80354 5.13286 2.85016 0.00 0.00 0.00
H -1.23339 6.15066 0.51909 0.00 0.00 0.00
H 0.44318 4.68971 -0.47496 0.00 0.00 0.00
H 2.91538 3.67067 1.14106 0.00 0.00 0.00
H 4.81908 4.53378 -0.13668 0.00 0.00 0.00
H 5.59386 5.22193 -2.55435 -0.01 0.00 -0.01
H 5.21940 4.09009 -3.85491 0.01 -0.01 0.01
H 6.29117 3.60882 -2.53492 0.01 0.00 0.00
H 3.25128 2.69236 -3.65843 0.01 0.01 0.00
H 0.38914 3.31147 -3.79165 0.00 0.00 0.00
H -1.29642 1.35035 -4.73254 0.00 0.00 0.00
H -0.56725 -0.85613 -3.24074 0.00 -0.01 -0.01
H -2.07358 3.17926 3.47609 0.00 0.00 0.00
H 1.76253 1.72013 3.13082 0.00 0.00 -0.01
H 1.41937 -0.70228 4.39935 0.00 0.00 0.01
H -1.24316 -1.25464 3.95510 0.00 0.01 0.01
O 4.52552 -3.04677 5.23215 -0.01 0.00 0.00
C 3.68749 -2.85479 4.18270 0.00 0.00 0.00
C 4.00621 -2.03558 3.10527 -0.01 0.00 0.02
C 3.08286 -1.90972 2.08707 0.02 0.00 -0.01
N 1.90002 -2.53122 2.08679 0.02 -0.06 0.00
C 1.63180 -3.29892 3.11826 -0.01 0.01 0.00
Br -0.05939 -4.16659 3.08808 0.00 0.00 0.00
C 2.46629 -3.51234 4.20098 -0.01 0.00 -0.01
H 5.32941 -2.53540 5.09149 0.01 0.00 0.00
H 4.95183 -1.51050 3.04748 0.00 0.00 0.00
H 3.31126 -1.28960 1.22627 -0.01 -0.02 0.00
H 2.19077 -4.15871 5.02004 0.00 0.00 0.00
O -1.12892 -4.29475 -2.43442 -0.01 -0.01 -0.01
C -1.72679 -3.46192 -1.73094 0.00 -0.01 0.01
O -1.25572 -2.38772 -1.26744 -0.19 -0.22 -0.12
C -3.18290 -3.76009 -1.37454 0.01 0.00 -0.03
C -3.81054 -4.79260 -2.06483 0.01 0.01 0.00
C -5.13347 -5.12108 -1.82201 0.01 -0.01 -0.02
C -5.84172 -4.41441 -0.86255 -0.01 0.01 0.01
C -5.22363 -3.39043 -0.16131 -0.03 -0.01 0.01
C -3.89348 -3.03886 -0.40249 0.01 0.01 0.01
P -3.06985 -1.71722 0.59074 0.09 -0.03 -0.06
C -3.24689 -0.23845 -0.48433 0.02 -0.05 -0.02
C -3.67439 -0.28404 -1.80831 -0.02 -0.02 0.00
C -3.74005 0.87864 -2.56249 0.00 0.01 0.00
C -3.36665 2.09708 -2.01123 0.00 0.00 -0.01
C -2.93206 2.15263 -0.69501 -0.02 0.01 -0.01
C -2.87987 0.99080 0.06294 0.02 0.00 -0.01
C -4.38774 -1.35215 1.83178 0.03 0.01 0.01
C -4.30287 -2.04365 3.03957 -0.01 0.01 0.01
C -5.22636 -1.83550 4.05346 0.00 -0.01 0.01
C -6.24582 -0.90988 3.88006 -0.01 0.00 0.01
C -6.33483 -0.20323 2.68862 0.00 0.00 0.00
C -5.41527 -0.42492 1.67295 -0.02 0.01 0.00
H -3.21774 -5.32690 -2.79521 0.00 0.00 0.00
H -5.60755 -5.92403 -2.37381 0.00 0.00 0.00
H -6.87737 -4.65578 -0.65402 0.00 0.00 0.00
H -5.79375 -2.85763 0.58751 0.00 0.00 0.00
H -3.95097 -1.23146 -2.25431 0.00 0.00 0.00
H -4.07194 0.82861 -3.59321 0.00 0.00 0.00
H -3.39981 2.99874 -2.61105 0.00 0.00 0.00
H -2.61992 3.09186 -0.25315 0.00 0.00 0.00
H -2.55426 1.03728 1.09554 0.01 0.01 0.01
H -3.49241 -2.75138 3.18376 0.00 0.00 0.00
H -5.14228 -2.38411 4.98374 0.00 0.00 0.00
H -6.96173 -0.73264 4.67330 0.00 0.00 0.00
H -7.12335 0.52661 2.54949 0.00 0.00 0.00
H -5.49287 0.13301 0.74776 -0.01 0.00 0.00
Cl 2.27499 -5.66107 -0.08753 0.00 -0.01 0.00
C 1.34116 -4.25224 -0.63540 -0.04 0.00 0.00
Cl 2.41877 -2.91857 -1.10510 0.05 -0.13 -0.09
H 0.74237 -3.90953 0.20003 0.01 0.02 0.00
H 0.71938 -4.51075 -1.48790 0.00 0.00 -0.02
C 5.71572 -2.54134 -2.54926 0.00 -0.03 0.03
As 5.13224 -0.70413 -2.44099 -0.05 -0.02 -0.07
C 3.56966 -0.60699 -3.56139 0.06 -0.01 -0.02
C 6.45589 0.27456 -3.45193 0.03 -0.01 0.01
S 4.94092 -0.00376 -0.49687 0.04 0.05 0.05
H 5.80369 -2.85069 -3.59044 0.01 0.01 -0.01
H 4.98191 -3.16139 -2.03663 0.05 0.01 -0.03
H 6.67686 -2.62523 -2.04559 0.00 0.00 0.00
H 3.73610 -1.19419 -4.46469 0.02 0.00 0.00
H 3.39738 0.43660 -3.81572 0.00 -0.02 0.00
H 2.70046 -0.97158 -3.02276 0.01 -0.01 0.00
H 6.53171 -0.12203 -4.46450 0.00 0.00 0.00
H 7.41522 0.20188 -2.94327 0.00 0.00 0.00
H 6.14150 1.31577 -3.48061 0.00 0.04 0.00

---

2.
114
Properties=species:S:1:pos:R:3:forces:R:3 method="wB97M-V/def2-TZVPD" total_charge=-2 homo_lumo_gap_ev=4.796 mol_weight_g_mol=1132.22 homo_energy_ev=-1.288 multiplicity=1
Sn 0.74139 0.42466 1.05767 -0.03 -0.11 -0.34
N 1.80970 1.86446 2.55230 -0.34 0.22 0.06
C 3.26435 1.88069 2.40423 0.63 0.06 0.46
C 3.94955 2.80426 3.40051 -0.03 -0.86 0.51
C 3.52666 4.27945 3.19014 0.71 0.61 0.42
O 4.09605 5.15351 3.86669 0.11 -0.31 0.24
O 2.65052 4.47921 2.31308 -0.67 -0.24 -0.39
H 1.55934 2.86246 2.68432 -0.04 -0.39 -0.51
H 1.48731 1.35910 3.36918 0.37 -0.16 0.44
H 3.45248 2.18408 1.38639 0.30 0.28 0.03
H 3.71488 0.90332 2.50306 -0.40 -0.65 0.08
H 5.03673 2.64648 3.26650 -0.34 0.49 0.15
H 3.72510 2.41663 4.44437 0.17 0.71 -0.98
Cl -1.42961 2.67545 -4.61203 -0.24 -0.54 -0.49
C -1.40941 0.92401 -4.40550 0.45 -0.19 0.71
C -1.88912 0.01489 -5.35149 0.01 2.04 -0.26
C -1.87823 -1.30503 -5.09357 -0.12 -1.05 0.59
Cl -2.14502 -2.38260 -6.42808 -0.38 -0.57 -0.15
C -1.50543 -1.80780 -3.81093 0.80 2.82 0.01
C -1.70350 -3.05296 -3.31549 0.29 -1.60 0.34
C -1.08382 -3.45658 -2.15369 -0.82 -1.58 0.33
C -0.35306 -2.56052 -1.38198 -0.33 0.42 -0.81
N -0.31628 -1.28758 -1.73759 0.59 -0.22 0.80
C -0.85366 -0.89397 -2.88054 -0.35 -0.42 -1.40
C -0.65589 0.49131 -3.26617 0.26 2.01 -0.34
O 0.14007 1.29805 -2.69902 -0.63 -1.03 0.30
H -2.21536 0.41596 -6.31447 0.09 -0.30 0.23
H -2.30237 -3.72441 -3.89079 -0.21 -0.60 -0.22
H -1.26354 -4.50537 -1.83592 0.38 0.82 -0.05
H 0.22003 -2.84730 -0.51820 0.01 -0.08 0.46
C 3.67172 3.03066 -8.75419 1.33 -0.97 -0.35
C 3.19900 3.16498 -7.33159 -1.49 1.75 0.75
S 2.46097 1.74372 -6.60886 -0.26 -1.15 0.11
O 3.47268 0.71221 -6.62457 0.28 -0.18 0.19
O 1.23793 1.48487 -7.31942 -0.29 0.20 -0.31
C 1.99661 2.05143 -4.88467 0.13 -0.60 -0.84
C 3.18485 1.72715 -3.99986 0.99 0.38 0.40
N 2.90350 1.95891 -2.58278 0.42 0.32 -0.03
C 2.52346 0.97089 -1.70085 0.46 2.29 -0.67
N 2.26137 1.53479 -0.50848 0.33 -0.07 -0.99
C 2.51685 2.89027 -0.64077 -0.87 0.56 1.60
C 2.91380 3.19839 -1.89406 0.18 -1.05 -0.16
N 3.51800 4.42650 -2.41806 0.76 -0.28 3.28
O 3.59477 4.48211 -3.60808 0.04 0.64 -2.04
O 4.02456 5.25787 -1.62466 -1.48 -1.68 -1.46
C 2.61631 -0.47345 -2.05040 -0.67 -0.24 0.27
H 4.04936 4.04305 -9.02314 -0.56 -0.76 -0.40
H 2.89937 2.57973 -9.42259 0.48 0.85 0.46
H 4.55707 2.33759 -8.81356 -0.78 0.61 0.12
H 2.35408 3.88653 -7.31436 0.33 -0.24 -0.04
H 3.91245 3.60565 -6.63772 0.40 -0.30 -0.03
H 1.18538 1.31933 -4.74169 0.26 0.32 -0.06
H 1.55437 3.03556 -4.78459 0.14 0.20 0.11
H 4.10158 2.31549 -4.31845 -1.07 -0.85 0.51
H 3.39408 0.65607 -4.04628 0.17 0.31 -0.41
H 2.34369 3.61194 0.18588 0.37 -0.67 -0.41
H 3.68927 -0.76061 -2.03633 -0.63 0.01 -0.38
H 2.04063 -0.74746 -2.98948 0.97 0.41 1.10
H 2.13250 -0.99457 -1.21310 0.18 -0.13 -0.29
C 1.72855 -1.33399 1.79680 -1.04 1.13 -0.15
C 2.83972 -2.17161 1.77080 -0.51 0.29 -0.16
C 2.84455 -3.43386 2.35848 -0.01 -0.33 0.35
C 3.97273 -4.19730 2.34481 0.75 -0.37 -0.10
C 5.09184 -3.86789 1.59544 1.23 -0.16 -0.11
C 5.11892 -2.58901 0.94586 1.54 -1.95 1.43
C 4.06095 -1.78523 1.15198 -0.91 1.08 -0.78
H 2.02357 -3.85294 2.89802 -0.61 0.24 0.31
H 3.95603 -5.01583 3.04971 0.30 -0.62 -0.34
H 5.98017 -4.53916 1.62844 -0.67 0.70 -0.14
H 6.09289 -2.23168 0.54637 -1.00 -0.19 -0.09
H 4.07671 -0.81014 0.72306 0.04 0.86 -0.23
O 0.91009 -1.41717 4.58193 -0.34 -0.13 -1.63
C 0.28786 -1.98874 3.68049 1.45 0.73 2.33
O 0.49272 -1.99785 2.39798 0.85 0.18 -1.04
C -0.77308 -2.93303 4.07306 -1.17 -0.73 0.82
C -1.96821 -3.00155 3.16319 -1.34 0.27 -0.17
Ge -3.18076 -1.44010 3.09135 -0.47 -0.53 -1.09
C -4.13236 -1.25332 1.31369 -0.15 -0.77 2.40
C -3.43076 -1.42105 0.16429 0.30 0.74 -1.17
C -4.00825 -1.12347 -1.06988 0.44 -0.17 0.68
C -5.31877 -0.71141 -1.12974 0.09 -0.16 -1.51
C -6.02683 -0.66818 0.01906 -3.10 0.03 1.17
C -5.50314 -0.97272 1.24479 0.31 0.21 1.57
C -2.36802 0.26612 3.44851 -0.26 -0.63 -0.08
C -2.37709 1.29430 2.52462 -0.37 0.81 1.04
C -1.81331 2.51541 2.85405 -0.02 0.50 -0.86
C -1.18712 2.70796 4.06440 -0.48 0.76 -0.62
C -1.24681 1.69098 4.96310 2.21 0.21 2.91
C -1.77416 0.46301 4.67899 0.06 -0.97 0.43
C -4.71401 -1.77186 4.23893 -0.44 1.15 0.12
C -5.47840 -2.92464 4.15527 -0.72 0.74 0.58
C -6.77137 -2.96042 4.72804 1.14 0.06 -1.24
C -7.31907 -1.84084 5.31605 -0.94 -0.05 1.08
C -6.52689 -0.69630 5.47499 0.57 -0.94 -1.21
C -5.26625 -0.63432 4.85366 -0.52 -0.81 0.92
H -1.10024 -2.71197 5.10365 0.29 0.04 -0.35
H -0.30127 -3.92079 4.13110 0.08 0.01 -0.09
H -2.63840 -3.82130 3.47778 0.31 0.12 -0.34
H -1.71481 -3.09408 2.12027 0.41 -0.58 -0.34
H -2.37734 -1.64838 0.16055 0.22 -0.14 0.13
H -3.31744 -1.21931 -1.85848 0.14 0.06 -1.41
H -5.92290 -0.48913 -2.01066 0.85 -0.03 -0.26
H -7.12321 -0.47365 -0.05471 0.91 0.04 0.13
H -6.12968 -0.95114 2.17941 0.68 0.06 -1.13
H -2.96661 1.25193 1.64736 -0.18 -0.40 -1.02
H -1.86994 3.32104 2.13193 0.12 0.01 -0.04
H -0.71722 3.64904 4.32565 -0.01 -0.04 -0.10
H -0.69083 1.88109 5.92618 -0.82 -0.52 -0.89
H -1.67677 -0.37939 5.38841 -0.14 0.69 -0.29
H -5.10320 -3.70434 3.52226 -0.05 -0.71 0.07
H -7.35562 -3.83223 4.54652 -0.48 -0.55 0.11
H -8.39405 -1.90903 5.69407 1.67 0.32 -0.41
H -6.90104 0.12512 6.01470 -0.45 1.05 0.43
H -4.67210 0.27094 4.87716 -0.14 0.12 0.14